Below is a structure of composition C3H7NOS in a non-equilibrium geometry, with properties calculated with ωB97M-V/def2-TZVPD.

Each line ends with the Löwdin charge.
Cartesian coordinates (Å):
1 C -1.09 -1.08 -0.09  -0.345
2 C -1.16 1.08 -0.13  -0.287
3 C 1.05 0.11 0.44  -0.053
4 N -0.39 0.02 0.37  -0.365
5 O -3.38 0.10 0.99  -0.542
6 S -2.63 -0.09 -0.27  0.918
7 H -0.76 -1.34 -1.50  0.191
8 H -1.16 -1.89 0.59  0.073
9 H -1.45 1.99 0.35  0.094
10 H -0.73 1.21 -1.13  0.091
11 H 1.53 0.00 -0.60  0.116
12 H 1.39 1.03 0.81  0.074
13 H 1.48 -0.61 0.98  0.036

Calculated values
relative energy (zero: lowest compared OMol25 entry of this formula, charge and spin) = 103.22 kcal per mole
DFT total energy = -17593.453 eV
multiplicity = 1